Computed, not measured: an isolated ion of composition C18H33F4N6O4 and charge +1 at a distorted geometry, with ωB97M-V/def2-TZVPD.

Each line ends with the natural charge from an NBO analysis.
CARTESIAN COORDINATES (ANGSTROEM)
F 1.236 -3.959 1.641  -0.3163
F -3.313 1.185 -2.607  -0.3219
F -0.932 -3.932 1.501  -0.3085
F 0.269 -4.821 -0.082  -0.3167
O -2.065 1.945 3.742  -0.7157
O 0.179 -2.613 0.196  -0.5631
O 1.631 2.452 -2.536  -0.7131
O -3.333 -0.879 -3.314  -0.4579
N -0.716 -2.144 -2.465  -0.8514
N 3.660 -0.747 -1.311  -0.8246
N -1.086 -0.256 -0.993  -0.4293
N 0.452 4.911 -1.574  -0.8205
N -0.726 -0.011 1.392  -0.3544
N 0.982 0.105 -0.203  -0.5062
C 2.245 -1.087 3.118  -0.3500
C 1.369 -2.268 -0.555  -0.0852
C -0.367 -0.042 0.136  0.7849
C -2.347 -0.473 3.317  -0.4543
C -0.201 -0.830 -2.044  0.3327
C 0.927 -1.004 2.962  -0.2155
C -2.534 -0.437 -1.105  -0.3367
C -2.866 0.802 3.987  -0.0636
C 1.166 -0.919 -1.252  0.0959
C 0.198 -3.819 0.806  1.1744
C -2.126 -0.309 1.818  -0.2162
C -3.078 -0.111 -2.475  0.8569
C 0.896 2.431 -1.320  0.0413
C 0.855 3.846 -0.701  -0.2309
C 2.411 -0.705 -2.107  -0.2459
C 0.282 0.245 2.441  -0.2668
C -0.192 0.042 -3.315  -0.6687
C 1.516 1.463 -0.303  -0.2325
H -0.203 0.810 3.231  0.2644
H -2.869 -1.442 -0.859  0.2321
H -2.935 0.657 5.060  0.2055
H 4.234 0.057 -1.530  0.3679
H 2.185 -2.202 0.156  0.2260
H -0.680 -0.503 -4.113  0.2579
H 0.245 3.840 0.203  0.1900
H 1.398 1.927 0.676  0.2108
H -2.419 -1.227 1.319  0.2233
H 2.586 1.429 -0.479  0.2254
H -0.127 2.156 -1.567  0.1795
H -0.475 4.795 -1.953  0.3638
H -1.490 -0.870 3.846  0.2286
H 1.076 0.870 2.060  0.2237
H 2.457 -1.521 -2.826  0.2075
H -1.152 -2.659 -1.718  0.3744
H 0.301 -1.843 3.236  0.2100
H 0.016 -2.697 -2.883  0.3804
H 3.471 -0.672 -0.319  0.3520
H -0.758 0.959 -3.164  0.2234
H 1.877 4.059 -0.366  0.1845
H 2.719 -1.930 3.596  0.2233
H -3.140 -1.212 3.431  0.2413
H 2.346 0.242 -2.630  0.2283
H -2.766 0.497 1.469  0.1955
H -2.290 2.328 2.891  0.4673
H 2.883 -0.278 2.785  0.1903
H 2.520 2.764 -2.327  0.4664
H -3.883 0.978 3.627  0.1683
H -3.012 0.238 -0.407  0.2375
H 0.794 0.340 -3.640  0.2451
H 1.117 5.087 -2.309  0.3721
H 1.583 -3.038 -1.290  0.2133

Cartesian forces (eV/Å) of the 3 atoms listed first:
-0.1 0.0 -0.1
0.0 1.1 -0.1
0.1 0.0 0.0

* multiplicity: 1
* energy: -1734.3792 a.u.
* HOMO level: -11.906 eV
* orbital gap: 9.225 eV
* F_max: 0.025 hartree/bohr
* relative energy (zero: lowest compared OMol25 entry of this formula, charge and spin): 0.0 kJ/mol
* SMILES: C=CCN(CCCO)C1=[N+](C[C@H](O)CN)[C@@](CN)(COC(F)(F)F)[C@@](C)(N)N1CC(=O)F
* total charge: +1

***

Computed, not measured: a 2-piece molecular cluster, C18H33N2O5P overall at a distorted geometry, with ωB97M-V/def2-TZVPD.

Each line ends with the natural charge from an NBO analysis.
CARTESIAN COORDINATES (ANGSTROEM)
P 0.732 -1.772 -1.285  2.4014
O 1.688 -2.992 -1.638  -0.8017
O 1.209 -1.360 0.184  -0.8202
O -1.252 0.243 -4.651  -0.5572
O -2.814 0.120 -3.007  -0.5391
O 0.795 -0.681 -2.268  -1.1325
N -1.620 2.167 -1.569  -0.8352
N -4.536 0.830 0.545  -0.8458
C -0.919 -2.474 -1.158  -0.8251
C -0.888 1.627 -2.741  -0.3793
C 4.944 2.711 4.468  -0.2099
C -1.872 -2.037 -2.276  -0.4403
C 2.756 3.126 2.812  -0.2263
C -0.308 0.338 1.074  -0.6509
C 3.811 2.333 2.384  -0.1659
C 3.892 3.509 4.894  -0.2103
C -1.642 0.589 -3.531  0.8133
C -4.156 -1.172 -1.599  -0.4017
C -2.720 -0.808 -1.936  0.1034
C -4.106 -0.505 0.892  -0.2184
C 3.083 -2.671 -1.669  -0.0760
C 4.904 2.123 3.211  -0.2324
C -4.322 -1.615 -0.160  -0.4241
C 2.797 3.716 4.067  -0.2166
C 1.082 0.021 0.551  -0.0736
C 3.797 -3.054 -0.375  -0.6391
H -4.535 -1.924 -2.279  0.2084
H 3.075 -3.192 0.416  0.2302
H -1.296 -2.253 -0.166  0.2416
H -1.321 -1.903 -3.198  0.2565
H -2.536 -2.876 -2.439  0.2100
H 1.772 0.169 1.373  0.1920
H -4.757 -0.287 -1.773  0.2186
H 3.925 3.970 5.872  0.2141
H 5.795 2.546 5.115  0.2141
H -4.092 1.195 -0.282  0.3714
H 5.726 1.503 2.878  0.2132
H 3.522 -3.205 -2.499  0.1938
H 3.781 1.877 1.402  0.2003
H -1.003 2.146 -0.771  0.3497
H -5.535 0.916 0.493  0.3566
H -0.749 -0.525 1.551  0.2214
H -3.065 -0.469 1.196  0.1754
H -0.957 0.713 0.290  0.2081
H 3.236 -1.618 -1.870  0.1902
H -2.310 -0.359 -1.030  0.1709
H -1.777 3.153 -1.717  0.3633
H -0.828 -3.554 -1.209  0.2611
H -5.346 -1.968 -0.060  0.2035
H -4.670 -0.795 1.770  0.1940
H -0.681 2.420 -3.450  0.2179
H 1.976 4.337 4.401  0.2140
H 4.456 -2.252 -0.065  0.2107
H 4.416 -3.931 -0.497  0.2103
H -3.704 -2.479 0.065  0.1963
H 0.078 1.230 -2.461  0.2694
H 1.902 3.287 2.166  0.2059
H -0.219 1.130 1.809  0.2239
H 1.388 0.686 -0.246  0.1967

Cartesian forces (eV/Å) of the 3 atoms listed first:
-0.2 -0.2 -0.6
-0.4 0.0 0.4
0.1 0.2 -0.4

* multiplicity: 1
* energy: -1532.8006 a.u.
* HOMO level: -9.096 eV
* orbital gap: 9.702 eV
* F_max: 0.059 hartree/bohr
* relative energy (zero: lowest compared OMol25 entry of this formula, charge and spin): 43.2 kJ/mol
* SMILES: CCOP(=O)(CC[C@H](CCCN)OC(=O)CN)OCC.c1ccccc1
* total charge: 0

***

Computed, not measured: a 2-piece molecular cluster, C18H33N3O8PS overall at a distorted geometry, with ωB97M-V/def2-TZVPD.

Each line ends with the natural charge from an NBO analysis.
CARTESIAN COORDINATES (ANGSTROEM)
S 0.302 -3.880 0.517  2.1691
P -1.874 4.161 -0.569  2.2868
O -3.321 3.312 0.010  -0.9171
O 1.267 -3.331 1.445  -0.9521
O -2.081 5.826 0.013  -0.9054
O -0.615 -3.045 -0.233  -0.9674
O 0.477 0.799 -1.516  -0.3704
O 2.561 1.059 2.755  -0.7200
O -1.706 4.094 -2.146  -0.9787
O -1.578 -0.460 -3.374  -0.5705
N -0.508 3.489 0.358  -0.8561
N -0.665 1.082 -0.867  -0.3769
N -0.250 1.340 1.554  -0.4719
C 0.815 4.134 0.016  0.0388
C -0.205 -0.161 1.754  -0.2648
C 0.580 -0.621 -1.883  -0.1071
C 2.066 -0.203 3.333  -0.0854
C 1.417 5.237 1.111  -0.2125
C -0.801 -1.300 -2.449  -0.1317
C -3.764 -0.276 -2.158  -0.6571
C -2.941 -1.086 -3.367  -0.0854
C 0.439 -0.400 3.277  -0.4493
C 1.157 -4.956 -0.617  -0.6766
C 1.143 -6.314 0.070  -0.4080
C 3.712 5.825 -0.461  -0.1776
C 1.704 3.902 -1.341  -0.1824
C -0.458 1.979 0.334  0.7655
C 3.141 4.723 -1.581  -0.2165
C 2.807 6.086 0.916  -0.2251
C -0.621 -5.164 1.350  -0.6813
C -0.263 -6.472 0.646  -0.4027
H 3.816 4.566 -2.550  0.2613
H 1.340 3.170 -2.178  0.2669
H 1.389 -7.120 -0.627  0.2400
H -1.690 -4.948 1.278  0.2583
H -3.537 0.862 -2.321  0.2191
H 0.131 -1.490 3.609  0.2616
H -4.913 -0.499 -2.161  0.2328
H -1.448 -1.729 -1.555  0.2252
H -0.137 1.948 2.416  0.4377
H -2.151 5.788 1.032  0.4950
H -0.973 -6.658 -0.170  0.2154
H -1.415 1.421 -1.508  0.4155
H -0.467 -2.258 -3.076  0.1927
H -0.326 -7.321 1.334  0.2386
H 0.555 -0.612 0.985  0.2615
H 1.383 -0.676 -2.766  0.2212
H 1.965 1.835 2.985  0.4551
H 1.879 -6.331 0.883  0.2211
H -0.313 -5.177 2.399  0.2540
H -1.276 -0.676 1.642  0.2641
H -3.281 -0.620 -1.138  0.2004
H -3.477 -0.946 -4.415  0.2140
H 0.811 5.434 2.108  0.2262
H 0.586 -4.981 -1.550  0.2456
H 2.164 -4.579 -0.803  0.2632
H -0.133 0.339 4.013  0.1975
H -2.914 -2.240 -3.166  0.1871
H 4.699 6.447 -0.599  0.2560
H 0.996 -1.310 -1.032  0.1961
H -3.250 3.400 1.023  0.4886
H 2.554 -1.111 2.778  0.2248
H 3.122 6.875 1.750  0.2600
H 2.373 -0.181 4.485  0.1933

Cartesian forces (eV/Å) of the 3 atoms listed first:
0.0 -0.7 -0.2
-1.8 1.9 -4.0
4.1 1.8 1.1

* multiplicity: 1
* energy: -2210.6629 a.u.
* HOMO level: -11.325 eV
* orbital gap: 6.822 eV
* F_max: 0.127 hartree/bohr
* total charge: +1